<P>
{"formula": "C7H17N2", "method": "wB97M-V/def2-TZVPD", "smiles": "CCC(=[NH2+])CCCNC", "homo_energy_ev": -12.86, "charge": 1, "species": ["C", "C", "C", "N", "C", "C", "C", "N", "C", "H", "H", "H", "H", "H", "H", "H", "H", "H", "H", "H", "H", "H", "H", "H", "H", "H"], "positions_angstrom": [[0.880, -3.028, -0.168], [-0.028, -1.849, -0.548], [0.102, -0.807, 0.539], [-0.603, -0.697, 1.647], [1.312, 0.045, 0.513], [1.067, 1.530, 0.327], [0.293, 1.846, -1.006], [-0.894, 1.117, -0.939], [-1.991, 1.713, -0.159], [1.855, -2.864, -0.450], [0.332, -3.870, -0.612], [0.870, -3.126, 1.030], [-1.152, -2.070, -0.589], [0.437, -1.501, -1.541], [-0.339, 0.119, 2.188], [-1.425, -1.244, 1.690], [1.893, -0.256, -0.342], [1.837, -0.104, 1.615], [0.604, 1.784, 1.306], [2.010, 2.167, 0.438], [-0.056, 2.940, -1.200], [0.772, 1.659, -1.959], [-1.047, 0.832, -1.869], [-1.652, 2.670, 0.129], [-2.990, 1.880, -0.735], [-2.088, 1.115, 0.696]], "mulliken_charge": [-1.145, -0.451, 0.372, -0.146, -1.113, -0.399, -0.996, -0.073, -0.894, 0.395, 0.361, 0.296, 0.423, 0.299, 0.300, 0.292, 0.422, 0.340, 0.311, 0.371, 0.419, 0.447, 0.240, 0.358, 0.305, 0.267]}

=====

<Q>
{"formula": "C7H17N2", "method": "wB97M-V/def2-TZVPD", "smiles": "CCC[C@@]1(C)[NH2+][C@]1(C)N", "homo_energy_ev": -14.21, "charge": 1, "species": ["C", "C", "C", "C", "C", "N", "C", "C", "N", "H", "H", "H", "H", "H", "H", "H", "H", "H", "H", "H", "H", "H", "H", "H", "H", "H"], "positions_angstrom": [[3.393, -0.065, -0.170], [2.033, -0.293, 0.368], [0.844, 0.071, -0.587], [-0.545, 0.544, -0.141], [-0.627, 1.987, 0.359], [-1.479, 0.385, -1.220], [-1.518, -0.386, 0.366], [-1.301, -1.856, 0.108], [-2.572, -0.162, 1.084], [3.580, -0.590, -1.028], [4.145, -0.401, 0.509], [3.569, 0.974, -0.554], [1.844, 0.242, 1.310], [2.053, -1.358, 0.542], [0.462, -0.708, -1.347], [1.265, 0.928, -1.072], [-0.607, 2.657, -0.503], [0.142, 2.015, 1.221], [-1.696, 2.213, 0.770], [-2.044, 1.191, -1.415], [-1.335, -0.335, -1.934], [-0.525, -2.245, 0.846], [-0.976, -2.007, -0.907], [-2.282, -2.422, 0.293], [-3.198, -0.993, 1.364], [-2.624, 0.613, 1.738]], "mulliken_charge": [-1.505, -0.211, -0.848, 0.469, -1.303, -0.405, 1.074, -1.487, -0.426, 0.430, 0.399, 0.348, 0.350, 0.249, 0.264, 0.354, 0.420, 0.273, 0.369, 0.268, 0.263, 0.255, 0.396, 0.499, 0.268, 0.238]}

=====

<R>
{"formula": "C7H17N2", "method": "wB97M-V/def2-TZVPD", "smiles": "CCC(=[NH2+])CCCNC", "homo_energy_ev": -12.03, "charge": 1, "species": ["C", "C", "C", "N", "C", "C", "C", "N", "C", "H", "H", "H", "H", "H", "H", "H", "H", "H", "H", "H", "H", "H", "H", "H", "H", "H"], "positions_angstrom": [[2.959, -0.081, -0.924], [1.707, -0.782, -0.470], [0.942, 0.028, 0.545], [0.849, -0.683, 1.656], [0.550, 1.455, 0.437], [-0.997, 1.507, 0.481], [-1.716, 0.874, -0.781], [-1.698, -0.567, -0.705], [-2.636, -1.271, 0.183], [2.925, 0.999, -1.220], [3.518, -0.723, -1.555], [3.754, -0.078, -0.009], [1.789, -1.849, -0.122], [0.948, -0.877, -1.388], [0.437, -0.323, 2.513], [1.449, -1.478, 1.666], [0.841, 1.852, -0.532], [0.996, 1.847, 1.403], [-1.151, 0.932, 1.431], [-1.164, 2.601, 0.430], [-2.800, 1.114, -0.885], [-1.346, 1.054, -1.772], [-1.439, -1.074, -1.555], [-3.158, -0.731, 0.961], [-3.444, -1.671, -0.343], [-2.117, -2.074, 0.556]], "mulliken_charge": [-1.140, -0.686, 0.631, -0.262, -0.634, -0.575, -0.882, -0.196, -1.229, 0.322, 0.402, 0.274, 0.504, 0.154, 0.286, 0.226, 0.410, 0.342, 0.401, 0.350, 0.380, 0.473, 0.262, 0.370, 0.423, 0.393]}

=====

Stability check: which of them is most stable? <Q>.